Record 1
{"formula": "C19H38N5O7", "method": "ωB97M-V/def2-TZVPD", "charge": 1, "elements": ["H", "O", "O", "N", "H", "H", "H", "C", "H", "H", "H", "H", "H", "H", "C", "N", "H", "C", "H", "C", "H", "C", "C", "H", "H", "O", "H", "H", "H", "H", "C", "H", "O", "H", "C", "H", "C", "O", "H", "O", "H", "C", "H", "H", "C", "H", "H", "N", "H", "C", "N", "H", "C", "H", "H", "N", "O", "C", "H", "C", "H", "H", "H", "C", "C", "H", "C", "H", "C"], "positions_angstrom": [[4.6399, 4.9392, 8.6622], [-2.3171, -2.2568, -7.7969], [-3.8240, -0.7673, -6.9972], [-1.0176, 0.7788, 0.6086], [-2.9244, -0.6105, 0.4965], [1.5494, 0.2362, 0.4887], [2.5000, 4.9095, 7.4021], [-3.9334, -2.9335, 1.1717], [3.2958, -3.0542, 0.7356], [-4.2801, -3.3933, 0.2396], [3.7808, 1.2982, 2.5856], [-2.1171, 0.3506, -8.6984], [-5.6536, -2.9545, 1.9671], [4.9117, 5.4697, 6.9957], [-0.2435, 1.4102, 2.8830], [0.0919, -1.0241, -0.3310], [-1.7009, 3.1351, 0.2668], [-2.4704, -2.5777, 1.2599], [1.9779, -2.1767, 1.5222], [-1.7187, -0.4423, -9.3296], [-4.5311, -1.6770, -4.7388], [-1.4172, 3.0104, 1.3072], [2.5481, -1.4264, -0.4310], [-0.3037, 0.3893, -2.6687], [-0.8515, 1.7950, 3.7002], [3.5293, 2.5211, 4.1577], [-0.6664, 3.7606, 1.5569], [-3.2352, -2.3555, -3.7260], [-2.1143, -2.5176, -9.7784], [1.4860, 0.2653, -1.2572], [-0.9079, 1.6276, 1.5534], [-2.2332, -2.3910, 2.3073], [-2.7590, -2.2594, -5.6817], [0.0029, 0.3758, 3.1016], [4.6294, 4.6217, 7.6197], [-2.2833, 3.1779, 1.9505], [-3.0405, -1.6688, -6.8553], [4.1600, 1.8218, 6.2081], [5.1729, 1.3290, 3.6990], [3.1469, 3.8148, 5.8457], [1.6449, -3.3090, 0.1979], [-2.4885, -1.7271, -9.1322], [-1.7243, -2.7183, -0.9954], [0.6829, 1.9914, 2.8772], [2.3430, -2.5563, 0.5635], [3.8614, -0.5704, 0.7409], [-1.8618, -3.4289, 0.9313], [-4.6888, -2.6818, 2.1512], [2.9619, 3.2578, 7.8358], [3.2476, 4.1335, 7.2545], [-1.9576, -1.7227, -1.0407], [-0.4279, -0.9601, 1.7618], [3.6657, 2.6496, 5.4892], [3.6987, 0.4507, 4.1638], [-1.7964, -0.1262, -10.3696], [-0.4588, -0.6040, -2.5909], [3.7582, -0.7288, -0.2039], [4.0866, 1.3178, 3.6304], [-3.1001, -0.6943, -4.3621], [-3.4575, -1.7036, -4.5670], [-0.4088, -1.1698, -3.4231], [5.3679, 3.8317, 7.4929], [2.6442, -1.8212, -1.4437], [-0.7257, -1.1079, -1.3684], [-0.8150, -0.6317, 0.7980], [-0.6648, -0.5885, -9.0904], [1.4179, -0.3879, -0.3940], [-3.5519, -1.5936, -9.3251], [-2.1322, -1.3516, 0.4161]], "forces_ev_per_a": [[0.0, 0.0, 0.0], [0.0, 0.0, 0.0], [0.1, 0.0, 0.0], [-0.6, 0.0, 0.1], [-0.1, 0.0, -0.1], [-0.1, -0.1, 0.1], [0.0, 0.0, 0.0], [0.0, 0.0, 0.1], [0.0, 0.0, 0.0], [0.0, 0.0, 0.0], [0.0, 0.0, 0.0], [0.0, 0.0, 0.0], [0.0, 0.0, 0.0], [0.0, 0.0, 0.0], [-0.1, -0.1, 0.1], [-0.8, 1.9, -0.1], [-0.1, 0.0, 0.0], [0.0, -0.1, 0.0], [0.0, 0.0, 0.0], [0.0, 0.0, 0.1], [0.0, 0.0, -0.1], [0.2, 0.1, -0.2], [0.1, 0.1, 0.1], [0.6, -0.1, 0.1], [0.0, 0.1, 0.0], [0.0, 0.0, 0.0], [0.0, 0.0, 0.1], [0.0, 0.0, 0.0], [0.0, 0.0, 0.0], [0.0, 0.1, 0.0], [0.3, 0.0, 0.1], [-0.1, 0.1, 0.0], [0.1, 0.0, 0.0], [0.0, 0.0, 0.0], [0.0, 0.0, -0.1], [0.0, 0.1, 0.0], [-0.1, 0.0, 0.0], [0.0, 0.0, 0.0], [0.0, 0.0, 0.0], [0.0, 0.0, 0.0], [-0.1, 0.1, 0.0], [-0.1, 0.0, -0.2], [-0.5, -0.1, -0.5], [0.0, 0.0, 0.1], [0.1, 0.0, 0.0], [0.0, 0.0, 0.0], [0.0, 0.0, 0.1], [0.1, 0.0, -0.1], [0.0, 0.0, 0.0], [-0.1, 0.0, 0.1], [0.6, 0.0, 0.6], [0.2, 0.0, -0.1], [0.0, -0.1, 0.0], [0.0, 0.0, 0.0], [0.0, 0.0, 0.0], [0.4, -0.5, 0.2], [0.0, 0.1, -0.1], [-0.1, 0.0, 0.0], [-0.1, 0.0, 0.0], [0.0, 0.0, 0.1], [-0.7, 0.1, -0.1], [0.0, 0.0, 0.0], [0.0, -0.1, 0.0], [0.1, -0.4, -0.4], [0.2, -0.5, 0.0], [0.0, 0.0, 0.0], [0.2, -0.2, -0.1], [0.0, 0.0, 0.1], [0.1, -0.3, 0.0]]}

---

Record 2
{"formula": "C19H38N5O7", "method": "ωB97M-V/def2-TZVPD", "charge": 1, "elements": ["H", "C", "H", "H", "N", "H", "H", "O", "O", "H", "C", "C", "H", "H", "C", "H", "C", "H", "N", "O", "H", "C", "C", "O", "H", "H", "H", "H", "O", "N", "H", "H", "O", "N", "C", "H", "O", "H", "H", "H", "N", "C", "C", "H", "C", "H", "C", "C", "H", "C", "H", "H", "H", "H", "H", "H", "H", "H", "C", "C", "H", "H", "H", "C", "H", "H", "H", "C", "C"], "positions_angstrom": [[3.2437, 1.3440, 1.2913], [4.5059, -1.4353, -1.4748], [-6.6151, -1.1200, 1.4662], [3.1128, -1.5131, 2.0386], [0.3346, 3.2375, -0.5824], [-5.5924, 0.5776, -0.0737], [-0.8271, 0.2545, -1.2455], [-3.7333, -2.2178, 0.1231], [4.2679, -0.5502, 0.7298], [-4.5988, 0.0651, 2.3811], [1.4209, 0.2112, 1.0815], [3.5916, -2.5895, -1.2104], [5.3726, -2.8916, 0.8605], [0.4161, 4.2392, -0.7193], [2.2551, 1.4823, 0.8459], [-5.9762, 0.8554, -2.7179], [3.4090, -2.7954, 0.3042], [4.9434, -1.3543, -2.4568], [4.9393, 1.7213, -1.4929], [-2.7368, 0.1340, 1.5022], [3.3865, 1.8206, -0.9466], [-4.8671, -0.1680, -0.4500], [4.7882, -0.5274, -0.5481], [0.0823, 0.3873, -0.9084], [2.0774, 0.7399, -1.0333], [-2.6195, -1.0945, -0.8594], [1.6280, 2.3527, -0.8898], [4.6730, -4.3605, 0.6393], [-2.5779, -0.2350, -1.3257], [-5.3360, -0.8737, -1.6336], [2.5164, -3.3992, 0.4901], [-5.9334, -0.6841, -3.6033], [-1.8720, 1.9216, 0.3180], [2.3870, 1.6321, -0.6220], [-3.5527, 0.5829, -0.7331], [-0.5887, -0.4887, 0.8275], [1.9953, -0.8923, 0.4086], [-0.3217, 3.7311, 1.3806], [5.9447, 1.0726, 0.2217], [2.1921, 3.5924, 1.2578], [4.5184, -3.4227, 0.9888], [-5.4253, -0.0849, -2.8513], [-0.6743, 1.6575, 1.0316], [-4.1555, -2.5640, -0.6784], [3.1804, -1.4177, 0.9457], [-3.7813, 1.8424, 1.0342], [1.5811, 2.7091, 1.4494], [0.0052, 0.3714, 0.4950], [1.3493, 0.0083, 2.1587], [-3.0177, 1.1619, 0.6004], [2.6160, -2.3970, -1.6654], [3.9947, -3.4988, -1.6612], [-3.5427, -1.3756, 2.5230], [-3.7194, 1.4221, -1.4151], [-4.4217, 0.1349, -3.2103], [1.4997, 2.5831, 2.5283], [-0.8850, 1.5219, 2.0984], [-0.4940, 2.9160, -1.0734], [-5.9063, -1.8769, 1.1425], [-4.6065, -1.2319, 0.6510], [-5.6881, -2.5355, 1.9792], [-6.2545, -1.2564, -1.4314], [4.8359, 1.4369, -2.4636], [5.6750, 0.6746, -0.7580], [-6.3585, -2.4745, 0.3550], [6.5901, 0.3744, -1.2797], [5.4776, 2.5826, -1.4879], [-3.8933, -0.5905, 1.8525], [0.1893, 2.9189, 0.8460]], "forces_ev_per_a": [[-0.2, 0.1, -0.1], [-0.1, -0.1, 0.2], [-0.1, 0.1, 0.0], [0.0, 0.0, -0.2], [-0.5, 0.4, -0.2], [0.1, -0.1, 0.0], [0.0, -0.1, 0.1], [0.3, -0.3, 0.1], [0.4, 0.1, -0.2], [0.0, -0.1, 0.0], [-0.1, 0.3, -0.2], [-0.2, 0.0, 0.2], [0.0, -0.1, 0.0], [-0.1, 0.0, 0.0], [0.1, -0.2, 0.6], [0.0, 0.0, 0.0], [-0.2, 0.3, -0.2], [0.2, 0.1, -0.1], [0.5, 0.2, -0.1], [0.3, 0.2, -0.2], [-0.4, 0.0, 0.2], [0.3, -0.1, 0.0], [0.2, 0.1, -0.1], [-0.1, 0.0, -0.3], [0.3, 0.3, -0.1], [0.0, 0.1, -0.1], [0.4, -0.2, -0.2], [0.0, 0.0, 0.0], [0.3, -0.3, 0.0], [-0.3, -0.2, 0.3], [0.0, 0.1, 0.0], [0.0, 0.1, -0.1], [0.1, -0.2, 0.1], [0.0, -0.3, -0.3], [-0.2, 0.4, 0.5], [0.1, 0.1, 0.0], [0.0, -0.2, 0.0], [0.1, -0.1, -0.1], [0.1, 0.0, -0.1], [0.0, 0.1, 0.1], [0.2, 0.0, 0.1], [0.1, 0.1, 0.0], [0.4, 0.0, -0.1], [0.0, 0.1, 0.0], [-0.4, -0.7, 0.4], [0.2, -0.2, 0.0], [-0.3, -0.1, -0.3], [-0.2, -0.1, 0.6], [0.0, 0.1, -0.1], [-0.8, 0.2, -0.5], [0.0, -0.1, -0.1], [-0.1, 0.0, 0.0], [-0.2, 0.0, 0.0], [-0.1, 0.0, 0.1], [0.0, 0.0, -0.1], [0.1, 0.0, 0.1], [0.1, 0.1, -0.1], [0.0, 0.1, -0.1], [0.4, 0.2, -0.1], [-0.4, 0.4, 0.3], [0.0, -0.1, 0.1], [0.1, 0.0, 0.0], [0.1, 0.1, 0.0], [0.0, -0.3, 0.0], [-0.1, -0.1, -0.1], [-0.1, 0.0, 0.1], [0.0, 0.0, -0.1], [-0.3, -0.3, -0.1], [-0.2, -0.1, 0.5]]}

---

Record 3
{"formula": "C19H38NO9PS", "method": "ωB97M-V/def2-TZVPD", "charge": 0, "elements": ["H", "H", "H", "H", "C", "H", "C", "H", "O", "H", "H", "C", "H", "H", "C", "C", "C", "H", "H", "H", "C", "C", "C", "H", "H", "H", "H", "H", "H", "H", "H", "O", "C", "H", "H", "O", "P", "H", "O", "C", "C", "O", "O", "N", "H", "H", "C", "H", "H", "O", "H", "H", "S", "H", "C", "C", "O", "H", "H", "C", "H", "H", "C", "H", "C", "C", "H", "H", "O"], "positions_angstrom": [[-2.6941, -1.8796, 4.9247], [-2.0510, 4.2075, -5.3552], [-2.8130, 1.3934, 0.5297], [3.5890, -2.2099, 3.9548], [-1.5086, -1.8132, -1.1197], [1.9829, -2.9906, 0.4762], [-2.9412, 2.0738, 4.3626], [-5.2777, 2.0690, -5.3843], [-3.0618, 0.0049, 3.0142], [4.2648, 0.5958, -1.7244], [-1.8839, 1.8904, 4.5292], [-4.2962, 2.5213, -5.2749], [5.1630, -0.3937, 0.9612], [4.3494, -1.7728, -1.4959], [4.7293, -4.4064, 0.4588], [3.9493, 0.2124, -0.7539], [2.8065, -1.4803, 4.1568], [-3.0865, 3.1166, 4.0949], [7.4357, 0.8573, 0.3323], [2.6197, -1.5008, 5.2258], [-1.9072, -1.5732, -2.5601], [-1.8216, -0.4593, 3.5703], [3.5574, -1.2464, -0.9725], [3.0966, 0.8208, -0.4617], [-2.6169, 1.3108, -1.2293], [-1.9264, 1.8523, -6.3094], [-2.4797, -0.6529, -2.6763], [-3.8040, 2.5469, -6.2426], [2.6663, -1.3135, -1.5993], [4.9750, 1.3451, 0.7815], [1.5829, -0.3478, 0.6176], [-4.5281, 1.5935, 2.6609], [-1.1395, 3.6119, -5.3062], [-1.4824, -1.2205, 2.8703], [-1.0779, 0.3390, 3.5505], [-4.1111, 1.2457, -3.2776], [3.1348, -2.2115, 0.5146], [-3.4785, 1.8790, 5.2907], [-0.6257, -0.7935, -0.6240], [-3.5511, 1.7548, -4.2101], [-2.5214, 0.7519, -0.2976], [1.2192, -1.3646, 2.2922], [3.9896, -3.7161, -0.2986], [5.3797, -5.0523, 1.1704], [-0.6303, 3.8485, -4.3723], [-2.3747, -1.9119, -0.4657], [1.5253, -1.8992, 3.4897], [-1.0176, -1.5026, -3.1875], [-2.3095, -0.3359, 5.6904], [-0.2671, 1.1072, 0.3904], [-1.0112, -1.4662, 5.2632], [-0.9304, -2.7315, -1.0262], [6.6616, 0.5013, -0.6921], [-4.4279, 3.5445, -4.9228], [-3.5638, 1.2273, 3.2754], [5.1049, 0.4156, 0.2346], [0.7120, -2.6125, 4.0125], [2.8030, -0.0773, 1.8396], [-3.2023, -0.0920, -0.3421], [2.1824, -0.8454, 1.3756], [-0.5137, 1.5537, -5.3156], [4.0134, -2.4514, 1.5769], [-1.0758, 0.3791, -0.1247], [-2.5183, -2.4030, -2.9168], [-1.9729, -1.0629, 4.9499], [-1.4356, 2.1295, -5.3760], [3.1430, -0.4901, 3.8673], [-0.4966, 3.9035, -6.1369], [-2.2036, 1.6764, -4.2533]], "forces_ev_per_a": [[0.0, 0.0, 0.0], [0.0, 0.0, 0.0], [0.0, 0.0, -0.1], [0.1, 0.0, -0.1], [-0.1, 0.0, -0.1], [0.0, -0.2, -0.1], [0.1, 0.0, -0.1], [0.0, 0.0, 0.1], [0.0, 0.1, -0.1], [-0.1, 0.1, -0.1], [0.0, 0.0, 0.0], [0.0, -0.1, -0.1], [0.0, 0.0, 0.0], [0.0, -0.1, 0.0], [0.0, -0.4, 0.1], [0.1, 0.0, 0.1], [0.0, -0.2, 0.2], [-0.1, 0.0, 0.0], [0.2, 0.0, 0.1], [0.0, 0.0, 0.1], [0.0, 0.1, 0.0], [0.2, -0.1, 0.0], [0.3, -0.1, -0.1], [-0.1, -0.1, 0.1], [0.0, 0.0, 0.0], [0.0, 0.0, 0.0], [0.0, 0.0, 0.0], [0.0, 0.0, 0.0], [-0.1, 0.0, 0.0], [0.0, 0.1, 0.0], [-0.2, 0.1, 0.0], [-0.1, 0.0, -0.1], [0.0, 0.0, 0.1], [0.0, 0.0, 0.0], [0.0, 0.0, 0.0], [0.0, 0.0, 0.0], [-0.5, 0.6, 0.3], [0.0, 0.0, 0.0], [0.1, -0.1, 0.1], [0.1, 0.1, 0.1], [0.0, 0.0, 0.2], [-0.1, -0.3, -0.3], [0.0, 0.1, -0.2], [0.0, 0.2, 0.0], [0.0, 0.0, 0.0], [0.0, 0.0, 0.0], [-0.2, 0.2, 0.1], [0.0, 0.0, 0.0], [0.0, 0.0, 0.0], [0.2, 0.1, 0.1], [0.0, 0.0, 0.0], [0.0, 0.0, 0.0], [0.0, -0.1, -0.2], [0.0, 0.0, 0.0], [0.1, -0.1, 0.1], [-0.1, 0.1, 0.0], [0.2, 0.0, 0.0], [0.1, 0.0, 0.1], [0.0, 0.0, 0.0], [0.1, 0.2, -0.1], [0.0, 0.0, 0.0], [0.2, -0.1, 0.0], [-0.2, 0.0, -0.2], [0.0, 0.0, 0.0], [-0.1, 0.1, 0.0], [0.1, 0.0, 0.0], [0.0, 0.0, -0.1], [0.0, 0.0, 0.0], [0.0, -0.1, -0.1]]}

---

The records above yield relative energy (zero: lowest compared OMol25 entry of this formula, charge and spin) values of 207.9 0.0 0.0 kJ/mol, respectively.
The records above yield E_tot values of -42095.37001 -42097.52503 -60359.79469 eV, respectively.